Entry 1:
The following is a DFT calculation (wB97M-V/def2-TZVPD) of C22H17CuN8O2S as an isolated structure.

## Properties
HOMO-LUMO gap (spin up / spin down)	8.35 / 8.28	eV
E_tot	-3475.69021	hartree
highest occupied orbital energy (spin up / spin down)	-11.1 / -11.1	eV
⟨S²⟩	0.752

```
! wB97M-V def2-TZVPD RIJCOSX def2/J DEFGRID3
* xyz 1 2
Cu 0.776 0.759 0.550
N 0.932 -2.036 3.569
C 1.115 -3.037 2.625
C 1.310 -4.408 2.752
C 1.443 -5.120 1.579
C 1.375 -4.490 0.325
C 1.185 -3.130 0.207
C 1.063 -2.393 1.386
N 0.863 -1.037 1.595
C 0.784 -0.876 2.894
C 0.537 0.456 3.428
C 0.273 0.899 4.682
S -0.023 2.580 4.645
C 0.221 2.594 2.961
N 0.510 1.431 2.460
H 0.897 -2.154 4.567
H 1.348 -4.893 3.718
H 1.590 -6.190 1.624
H 1.461 -5.094 -0.568
H 1.097 -2.655 -0.760
H 0.223 0.343 5.604
H 0.134 3.491 2.366
N 2.362 -0.979 -2.841
C 1.058 -0.875 -3.280
C 0.367 -0.294 -2.264
N 1.231 -0.053 -1.223
C 2.424 -0.465 -1.595
C 3.582 -0.377 -0.718
N 3.535 0.260 0.429
C 4.778 0.107 0.988
C 5.577 -0.630 0.165
N 4.801 -0.936 -0.924
H 3.131 -1.322 -3.391
H 0.754 -1.206 -4.256
H -0.673 -0.027 -2.190
H 5.025 0.537 1.944
H 6.599 -0.954 0.251
H 5.094 -1.502 -1.702
O -2.136 2.981 -1.228
C -1.179 2.461 -0.682
O -1.107 1.323 -0.110
C 0.131 3.270 -0.668
C 0.185 4.549 -1.203
C 1.385 5.235 -1.170
C 2.500 4.626 -0.606
C 2.370 3.349 -0.096
N 1.207 2.691 -0.127
H -0.718 4.959 -1.631
H 1.459 6.235 -1.578
H 3.455 5.130 -0.562
H 3.205 2.823 0.347
*
```


Entry 2:
The following is a DFT calculation (wB97M-V/def2-TZVPD) of C17H42Cl2InOP3 as an isolated structure in a non-equilibrium geometry.

## Properties
HOMO-LUMO gap	5.56	eV
E_tot	-2882.26371	hartree
highest occupied orbital energy	-13.7	eV

```
! wB97M-V def2-TZVPD RIJCOSX def2/J DEFGRID3
* xyz 2 1
C 4.231 0.049 -5.412
C 3.269 -0.077 -4.277
H 3.661 0.116 -6.344
H 4.890 -0.835 -5.454
H 4.844 0.956 -5.292
O 2.064 -0.227 -4.313
Cl 4.097 0.022 -2.656
In 1.710 0.102 -0.907
P 1.067 -2.511 -0.952
C -0.490 -3.431 -1.228
C 2.079 -3.152 -2.325
H 2.069 -4.253 -2.305
H 1.927 -4.487 0.157
H 3.106 -2.783 -2.222
H 2.740 -2.985 0.737
H -0.976 -3.071 -2.144
H 1.663 -2.785 -3.270
C 1.779 -3.434 0.453
H -0.264 -4.505 -1.342
H 1.096 -3.388 1.313
H -1.176 -3.292 -0.380
P 1.161 2.717 -0.630
C -0.415 3.652 -0.766
C 1.913 3.490 0.847
H 3.076 2.855 -2.106
H 2.340 4.478 -1.835
H 1.550 3.291 -2.935
C 2.132 3.413 -2.012
H 2.868 3.001 1.085
H 2.089 4.562 0.655
H -0.215 4.735 -0.751
H -1.086 3.410 0.071
H 1.244 3.385 1.716
H -0.918 3.399 -1.708
Cl 3.423 -0.105 0.745
C -1.309 -2.271 3.335
C -2.242 -1.818 2.205
C -3.646 -1.472 2.704
P -1.369 -0.506 1.124
C -2.745 0.083 -0.008
C -3.492 1.316 0.489
C -2.254 0.302 -1.450
C -0.853 0.928 2.258
C -1.883 1.349 3.308
C 0.498 0.656 2.934
H -1.270 -1.532 4.146
H -0.290 -2.477 2.966
H -1.699 -3.212 3.757
H -2.363 -2.661 1.496
H -3.661 -0.610 3.381
H -4.351 -1.301 1.878
H -4.024 -2.332 3.271
H -3.446 -0.771 -0.006
H -2.810 2.172 0.575
H -4.269 1.589 -0.241
H -4.014 1.149 1.443
H -1.701 -0.567 -1.836
H -3.147 0.451 -2.077
H -1.621 1.200 -1.557
H -0.704 1.775 1.549
H -2.038 0.591 4.088
H -1.510 2.250 3.815
H -2.855 1.616 2.877
H 1.287 0.370 2.230
H 0.847 1.560 3.458
H 0.385 -0.141 3.679
*
```


Entry 3:
The following is a DFT calculation (wB97M-V/def2-TZVPD) of C3H5ClN2S as an isolated structure in a non-equilibrium geometry.

## Properties
HOMO-LUMO gap	8.65	eV
E_tot	-1085.03002	hartree
highest occupied orbital energy	-8.6	eV

```
! wB97M-V def2-TZVPD RIJCOSX def2/J DEFGRID3
* xyz 0 1
C -1.512 -0.651 0.106
C 0.722 0.323 -0.156
C 1.641 -0.670 0.063
H -0.564 2.305 0.959
H -1.255 2.031 -0.823
H -0.711 -1.542 0.340
H 1.428 1.297 -0.763
H 1.436 -1.818 0.499
N -1.151 1.791 0.182
N -0.728 0.414 -0.030
S -3.153 -0.565 -0.067
Cl 3.421 -0.158 -0.016
*
```


Entry 4:
The following is a DFT calculation (wB97M-V/def2-TZVPD) of C31H23N3ORuS5SbSe as an isolated structure in a non-equilibrium geometry.

## Properties
HOMO-LUMO gap (spin up / spin down)	3.93 / 5.56	eV
E_tot	-6162.13017	hartree
highest occupied orbital energy (spin up / spin down)	-0.1 / -1.7	eV
⟨S²⟩	0.773

```
! wB97M-V def2-TZVPD RIJCOSX def2/J DEFGRID3
* xyz -2 2
Ru -1.832 0.309 2.361
O -2.601 2.305 2.251
N -2.096 2.997 1.240
C -1.992 4.330 1.416
C -1.573 5.156 0.408
C -1.250 4.588 -0.828
C -1.341 3.228 -0.987
C -1.747 2.389 0.068
S -1.856 0.686 -0.040
H -2.276 4.651 2.406
H -1.499 6.219 0.590
H -0.920 5.208 -1.652
H -1.094 2.756 -1.925
S -3.712 -3.819 1.406
C -3.126 -2.331 1.909
S -1.438 -2.012 2.135
S -4.038 -0.885 2.061
S 1.386 1.189 2.705
C -0.134 0.784 2.547
C 5.644 -0.627 -3.695
C 5.601 -0.390 -2.330
C 4.374 -0.277 -1.683
C 3.174 -0.403 -2.380
C 3.237 -0.641 -3.754
C 4.456 -0.752 -4.407
Sb 1.310 -0.176 -1.274
C 0.402 0.821 -2.958
C 1.030 1.942 -3.500
C 0.433 2.678 -4.515
C -0.809 2.299 -5.006
C -1.442 1.181 -4.480
C -0.841 0.449 -3.463
C 0.581 -2.150 -1.710
C 1.400 -3.133 -2.265
C 0.928 -4.428 -2.440
C -0.361 -4.761 -2.047
C -1.181 -3.798 -1.478
C -0.710 -2.502 -1.313
H 6.596 -0.715 -4.204
H 6.521 -0.291 -1.766
H 4.354 -0.089 -0.615
H 2.318 -0.741 -4.321
H 4.482 -0.940 -5.475
H 2.000 2.252 -3.123
H 0.936 3.550 -4.919
H -1.283 2.874 -5.793
H -2.415 0.881 -4.851
H -1.357 -0.409 -3.051
H 2.414 -2.899 -2.561
H 1.580 -5.181 -2.869
H -0.720 -5.778 -2.159
H -2.167 -4.051 -1.104
H -1.353 -1.784 -0.822
Se -3.653 1.457 5.205
N -2.112 0.278 4.426
C -1.546 -0.370 5.392
C -0.398 -1.259 5.332
C 0.093 -1.804 6.467
C -0.498 -1.548 7.759
C -1.560 -0.722 7.888
C -2.124 -0.082 6.722
N -3.122 0.741 6.798
H 0.049 -1.458 4.370
H 0.957 -2.458 6.415
H -0.070 -2.026 8.634
H -2.009 -0.511 8.852
*
```


Entry 5:
The following is a DFT calculation (wB97M-V/def2-TZVPD) of a 6-piece molecular cluster, C45H52F5NO8S overall in a non-equilibrium geometry.

## Properties
SMILES	CCC[C@]1(N=C(C)C)OS(=O)(=O)O[C@@]1(COCOCCO)C[C@H]1CO1.Fc1ccccc1.Fc1ccccc1.Fc1ccccc1.Fc1ccccc1.Fc1ccccc1
HOMO-LUMO gap	9.39	eV
E_tot	-3299.98746	hartree
highest occupied orbital energy	-9.1	eV

```
! wB97M-V def2-TZVPD RIJCOSX def2/J DEFGRID3
* xyz 0 1
C -1.332 -1.323 2.620
C -0.251 -1.104 1.539
C -0.359 -2.133 0.393
C -0.046 -1.619 -1.036
N 1.005 -2.413 -1.620
C 2.235 -2.096 -1.542
C 3.170 -2.542 -2.629
C 2.868 -1.354 -0.388
O 0.280 -0.209 -1.099
S 0.149 0.271 -2.627
O -0.400 1.575 -2.656
O 1.372 0.063 -3.324
O -0.924 -0.816 -3.064
C -1.300 -1.671 -1.946
C -2.569 -1.049 -1.321
O -2.506 0.343 -1.202
C -3.216 0.821 -0.073
O -3.126 2.186 0.007
C -1.823 2.693 0.209
C -1.267 2.527 1.647
O -2.218 2.004 2.570
C -1.708 -3.054 -2.441
C -0.764 -3.679 -3.457
C -0.047 -4.901 -3.052
O -1.163 -4.927 -3.959
H -1.654 -2.365 2.630
H -2.203 -0.690 2.448
H -0.925 -1.084 3.603
H -0.284 -0.084 1.158
H 0.705 -1.258 2.039
H 0.381 -2.910 0.583
H -1.326 -2.634 0.435
H 3.915 -1.759 -2.780
H 2.631 -2.758 -3.545
H 3.734 -3.417 -2.288
H 2.551 -1.784 0.562
H 2.572 -0.304 -0.378
H 3.955 -1.386 -0.443
H -2.801 -1.527 -0.363
H -3.392 -1.299 -2.001
H -2.820 0.322 0.825
H -4.283 0.581 -0.147
H -1.861 3.754 -0.033
H -1.121 2.257 -0.503
H -0.937 3.502 2.017
H -0.366 1.909 1.599
H -1.811 1.265 3.026
H -1.769 -3.753 -1.606
H -2.647 -2.974 -2.990
H -0.241 -2.995 -4.117
H -0.285 -5.132 -2.021
H 0.901 -5.134 -3.516
F -4.692 -9.531 -7.295
C -4.397 -8.583 -6.379
C -3.085 -8.180 -6.235
C -2.785 -7.203 -5.296
C -3.793 -6.654 -4.517
C -5.105 -7.080 -4.679
C -5.420 -8.050 -5.620
H -2.317 -8.629 -6.851
H -1.766 -6.866 -5.173
H -3.553 -5.895 -3.786
H -5.892 -6.657 -4.068
H -6.435 -8.392 -5.769
F -0.081 -7.673 -0.795
C -0.844 -8.696 -1.241
C -0.228 -9.871 -1.619
C -1.019 -10.914 -2.080
C -2.397 -10.767 -2.166
C -2.989 -9.573 -1.781
C -2.212 -8.527 -1.307
H 0.848 -9.960 -1.553
H -0.554 -11.845 -2.377
H -3.007 -11.580 -2.537
H -4.062 -9.450 -1.857
H -2.654 -7.589 -1.000
F 1.867 4.279 3.862
C 1.022 5.248 4.296
C 1.504 6.528 4.480
C 0.624 7.508 4.918
C -0.705 7.196 5.170
C -1.161 5.899 4.981
C -0.293 4.912 4.535
H 2.545 6.749 4.284
H 0.978 8.520 5.061
H -1.384 7.966 5.513
H -2.195 5.650 5.177
H -0.628 3.896 4.374
F 0.140 10.249 3.269
C 0.696 10.211 2.039
C 1.769 9.372 1.817
C 2.331 9.337 0.548
C 1.823 10.137 -0.466
C 0.745 10.974 -0.213
C 0.168 11.013 1.048
H 2.152 8.761 2.623
H 3.169 8.681 0.354
H 2.267 10.107 -1.452
H 0.349 11.600 -1.001
H -0.677 11.652 1.267
F 4.614 4.633 6.458
C 5.421 5.058 5.465
C 6.715 5.429 5.771
C 7.540 5.863 4.743
C 7.065 5.928 3.441
C 5.757 5.552 3.163
C 4.921 5.108 4.178
H 7.062 5.376 6.794
H 8.559 6.153 4.963
H 7.712 6.271 2.645
H 5.382 5.605 2.149
H 3.904 4.805 3.983
*
```


Entry 6:
The following is a DFT calculation (wB97M-V/def2-TZVPD) of a 2-piece molecular cluster, C10H12I2 overall in a non-equilibrium geometry.

## Properties
HOMO-LUMO gap (spin up / spin down)	8.23 / 8.10	eV
E_tot	-983.45113	hartree
highest occupied orbital energy (spin up / spin down)	-8.3 / -8.3	eV

```
! wB97M-V def2-TZVPD RIJCOSX def2/J DEFGRID3
* xyz 0 1
C 1.185 3.605 -0.515
C 1.937 2.924 0.354
C 0.058 3.081 -1.131
C 1.549 1.602 0.675
C -0.471 1.861 -0.879
C 0.395 1.218 -0.021
C -0.781 -3.260 -0.833
C -0.941 -1.689 1.929
C -0.128 -1.861 -0.503
C -0.850 -1.090 0.504
I 1.958 -2.037 0.065
I -2.874 -0.543 -0.161
H 1.596 4.530 -0.762
H 2.861 3.367 0.657
H -0.559 3.655 -1.896
H 2.205 0.938 1.274
H -1.367 1.441 -1.308
H -0.160 -3.740 -1.535
H -1.669 -3.224 -1.414
H -0.887 -3.981 0.053
H -1.202 -0.873 2.509
H -0.047 -2.178 2.443
H -1.665 -2.511 1.909
H -0.143 -1.235 -1.414
*
```


Entry 7:
The following is a DFT calculation (wB97M-V/def2-TZVPD) of a 2-piece molecular cluster, C2H6N4O overall in a non-equilibrium geometry.

## Properties
HOMO-LUMO gap	9.80	eV
E_tot	-373.86650	hartree
highest occupied orbital energy	-9.4	eV

```
! wB97M-V def2-TZVPD RIJCOSX def2/J DEFGRID3
* xyz 0 1
C -0.418 -1.153 0.533
C 1.346 0.059 -0.131
H -2.643 0.655 -0.767
H -0.840 0.583 -1.312
H -0.355 -1.927 1.190
H 1.319 -1.769 -0.484
H 1.211 1.865 1.512
H -0.234 1.470 -0.208
N -1.571 0.642 -0.536
N -1.454 -0.508 0.508
N 0.460 -0.928 -0.674
N 0.602 1.113 0.473
O 2.577 -0.102 -0.103
*
```


Entry 8:
The following is a DFT calculation (wB97M-V/def2-TZVPD) of C29H52AlCl5FMgN6NaO8P2S2 as an isolated structure in a non-equilibrium geometry.

## Properties
HOMO-LUMO gap	1.48	eV
E_tot	-6549.79941	hartree
highest occupied orbital energy	-10.4	eV

```
! wB97M-V def2-TZVPD RIJCOSX def2/J DEFGRID3
* xyz 2 1
C 8.486 0.857 3.720
P 7.172 -0.110 2.748
O 7.282 0.363 1.071
C 5.429 0.394 3.314
C 5.197 1.720 4.121
C 3.683 2.001 4.530
N 3.197 3.151 5.280
S 1.492 3.054 5.478
N 1.196 1.563 4.653
C 2.443 1.033 4.136
C 2.713 -0.317 3.319
S 1.352 -1.492 2.847
C -0.336 -0.730 2.870
O 1.363 -2.624 3.881
O 1.576 -2.150 1.495
C 4.223 -0.567 2.949
C 4.543 -1.915 2.177
C 5.076 -2.000 0.697
C 5.389 -3.315 -0.073
N 5.233 -4.591 0.564
C 4.747 -4.553 1.891
C 4.383 -3.355 2.818
H 9.382 1.157 3.052
H 8.104 1.805 4.234
H 8.912 0.135 4.522
H 6.346 0.642 0.846
H 6.042 2.425 4.434
H -0.986 -1.052 1.964
H -0.343 0.414 2.870
H -0.863 -1.173 3.795
H 5.230 -0.960 0.097
H 5.765 -3.263 -1.163
H 4.601 -5.593 2.380
H 3.996 -3.476 3.898
Cl -1.851 0.412 5.289
C -3.483 0.014 5.890
C -4.565 0.453 4.926
Cl -4.702 2.223 4.832
H -3.605 0.476 6.873
H -3.520 -1.073 6.018
H -5.536 0.081 5.258
H -4.380 0.070 3.919
Cl 4.246 0.280 0.581
Na -1.524 -1.523 6.393
Mg 7.852 -3.367 -1.014
C 1.199 -3.429 -4.534
O 0.716 -2.223 -3.958
C 1.166 -2.042 -2.616
C 2.297 -1.021 -2.544
O 3.487 -1.519 -3.156
C 3.711 -0.952 -4.441
H 0.964 -3.418 -5.601
H 2.282 -3.528 -4.418
H 0.698 -4.289 -4.078
H 1.475 -2.997 -2.178
H 0.311 -1.667 -2.043
H 2.536 -0.838 -1.491
H 1.994 -0.068 -2.991
H 3.994 0.101 -4.341
H 2.827 -1.038 -5.078
H 4.534 -1.490 -4.915
O -0.716 -5.334 -3.248
C -1.550 -4.352 -3.334
C -1.951 -3.851 -1.850
O -2.826 -2.871 -1.940
H -2.536 -4.557 -3.863
H -1.202 -3.445 -3.871
H -0.990 -3.619 -1.355
H -2.266 -4.754 -1.301
F -3.847 -4.617 -3.168
Al 0.612 1.293 7.367
O -6.522 3.117 -1.369
P -5.410 2.074 -1.163
N -5.327 2.351 0.540
C -4.166 2.144 1.384
C -6.520 1.948 1.287
N -4.234 3.075 -1.942
C -3.612 4.179 -1.236
C -4.641 3.531 -3.279
N -4.153 0.827 -0.959
C -3.030 0.711 -1.897
C -4.783 -0.506 -0.890
H -4.041 1.087 1.662
H -4.257 2.720 2.310
H -3.237 2.473 0.923
H -6.518 0.869 1.490
H -7.436 2.177 0.739
H -6.585 2.480 2.241
H -4.342 4.800 -0.706
H -3.052 4.830 -1.917
H -2.864 3.816 -0.530
H -5.317 4.391 -3.228
H -5.150 2.731 -3.823
H -3.766 3.811 -3.873
H -3.371 0.634 -2.933
H -2.425 -0.174 -1.672
H -2.339 1.552 -1.805
H -5.201 -0.794 -1.859
H -5.597 -0.521 -0.160
H -4.062 -1.264 -0.574
Cl 1.318 4.325 -6.090
C -0.359 3.823 -6.420
C -1.302 4.201 -5.295
Cl -0.991 3.262 -3.813
H -0.362 2.747 -6.602
H -0.663 4.324 -7.342
H -2.333 3.994 -5.590
H -1.226 5.261 -5.046
*
```


Entry 9:
The following is a DFT calculation (wB97M-V/def2-TZVPD) of one molecule with the formula C4H8O2.

## Properties
HOMO-LUMO gap (spin up / spin down)	7.74 / 7.74	eV
E_tot	-307.53718	hartree
highest occupied orbital energy (spin up / spin down)	-8.2 / -8.2	eV

```
! wB97M-V def2-TZVPD RIJCOSX def2/J DEFGRID3
* xyz 0 1
C -1.671 -0.014 -0.140
C -0.376 -0.073 -0.844
O 0.766 1.797 -0.521
C 1.220 0.913 0.302
C 0.744 -0.723 -0.281
O 0.535 -1.612 0.770
H -1.524 -0.005 0.945
H -2.266 0.846 -0.451
H -2.218 -0.939 -0.369
H -0.303 0.338 -1.843
H 0.689 0.746 1.279
H 2.316 0.898 0.511
H 1.527 -1.056 -0.962
H 0.560 -1.117 1.604
*
```


Entry 10:
The following is a DFT calculation (wB97M-V/def2-TZVPD) of an isolated ion of composition C7H10BrN2 and charge +1 in a non-equilibrium geometry.

## Properties
SMILES	Br[C@H]1N=CC=C[N@@H+]1C1CC1
HOMO-LUMO gap	9.48	eV
E_tot	-2955.87960	hartree
highest occupied orbital energy	-14.4	eV

```
! wB97M-V def2-TZVPD RIJCOSX def2/J DEFGRID3
* xyz 1 1
C 0.791 -2.022 0.763
C 0.256 -0.872 1.207
C 1.310 -2.097 -0.611
C -1.964 1.059 0.577
C -1.512 1.686 -0.781
C -0.954 0.433 -0.321
C 1.461 0.193 -0.726
N 1.535 -1.064 -1.306
N 0.342 0.372 0.299
Br 3.175 0.707 0.259
H 0.854 -2.990 1.227
H -0.198 -0.491 2.224
H 1.410 -3.058 -1.102
H -1.407 1.492 1.489
H -2.908 0.719 0.623
H -2.026 1.788 -1.773
H -0.930 2.650 -0.641
H -1.040 -0.552 -0.834
H 1.391 0.915 -1.555
H 0.416 1.131 0.980
*
```


> The highest E_tot belongs to which entry?

C4H8O2


> The highest E_tot belongs to which entry?

C4H8O2